Entry 1:
119
Properties=species:S:1:pos:R:3:lowdin_spin:R:1 method="wB97M-V/def2-TZVPD" gap_ev="6.49 / 7.01" fmax_ev_per_a=2.03 total_charge=+1 mol_weight_g_mol=1055.9 s_squared=2.02 e_tot_ha=-3749.18162 lumo_energy_ev="-3.67 / -3.25" e_homo_ev="-10.164 / -10.265" multiplicity=3
Mo 0.077 -0.122 -0.261 1.70
C -1.561 -5.348 -1.066 0.00
C -1.311 -4.131 -0.257 0.01
C -1.563 -3.946 1.085 0.00
C -1.185 -2.630 1.379 0.01
N -0.705 -2.056 0.250 0.00
N -0.798 -2.984 -0.733 0.00
B -0.318 -2.702 -2.153 0.00
N -1.102 -1.509 -2.699 0.01
N -1.170 -0.357 -2.001 0.00
C -1.926 0.498 -2.722 0.00
C -2.337 -0.146 -3.894 0.00
C -1.786 -1.410 -3.852 0.00
C -1.899 -2.477 -4.873 0.00
C -2.273 1.887 -2.431 0.00
C -3.416 2.416 -3.041 0.00
C -3.744 3.749 -2.899 0.00
C -2.945 4.590 -2.143 0.00
C -1.812 4.078 -1.535 0.00
C -1.479 2.742 -1.670 0.00
N 1.156 -2.304 -2.064 0.00
N 1.561 -1.240 -1.329 0.01
C 2.894 -1.114 -1.563 0.02
C 3.317 -2.135 -2.422 0.01
C 2.186 -2.855 -2.738 0.02
C 2.061 -4.003 -3.669 0.00
C 3.777 -0.101 -1.062 0.00
C 5.115 -0.034 -0.903 0.01
C 5.600 1.348 1.291 0.00
C 4.614 2.102 2.155 0.00
C 3.311 1.872 2.053 0.00
C 2.855 0.822 1.064 0.01
C -1.304 -2.057 2.712 0.00
C -0.597 -0.931 3.123 0.01
C -0.664 -0.498 4.435 0.00
C -1.458 -1.160 5.355 0.00
C -2.194 -2.262 4.952 0.00
C -2.117 -2.706 3.648 0.00
H -1.997 -6.115 -0.432 0.00
H -0.638 -5.730 -1.494 0.00
H -2.249 -5.129 -1.881 0.00
H -1.942 -4.681 1.764 0.00
H -0.471 -3.642 -2.839 0.00
H -2.928 0.266 -4.684 0.00
H -2.501 -2.114 -5.701 0.00
H -2.371 -3.364 -4.458 0.00
H -0.917 -2.756 -5.249 0.00
H -4.063 1.776 -3.621 0.00
H -4.628 4.138 -3.379 0.00
H -3.213 5.629 -2.028 0.00
H -1.185 4.726 -0.939 0.00
H -0.578 2.355 -1.196 0.00
H 4.312 -2.290 -2.776 0.00
H 3.031 -4.231 -4.102 0.00
H 1.367 -3.765 -4.471 0.00
H 1.689 -4.887 -3.156 0.00
H 5.929 -0.691 -1.136 0.00
H 6.573 1.840 1.331 0.00
H 5.015 2.814 2.860 0.00
H 2.563 2.382 2.641 0.00
H 1.043 1.681 0.967 0.00
H 0.031 -0.413 2.406 0.00
H -0.086 0.359 4.747 0.00
H -1.504 -0.820 6.378 0.00
H -2.826 -2.784 5.654 0.00
H -2.706 -3.559 3.353 0.00
C 1.254 4.394 -3.275 0.00
N 2.035 3.832 -2.209 0.00
C 2.760 4.529 -1.281 0.00
C 3.333 3.637 -0.449 0.00
N 2.974 2.367 -0.868 0.00
C 2.163 2.504 -1.955 0.00
S 1.415 1.317 -2.855 0.03
C 3.556 1.174 -0.277 0.00
C 5.098 1.286 -0.167 0.00
C 5.721 -0.062 1.798 0.00
C 4.690 -0.889 1.871 0.00
C 3.258 -0.548 1.662 0.00
N 1.452 0.768 0.737 -0.04
H 1.894 4.759 -4.079 0.00
H 0.642 5.216 -2.906 0.00
H 0.602 3.617 -3.673 0.00
H 2.819 5.598 -1.287 0.00
H 3.963 3.798 0.401 0.00
H 5.507 2.119 -0.740 0.00
H 6.708 -0.426 2.039 0.00
H 4.848 -1.903 2.216 0.00
H 2.724 -1.350 1.141 0.00
O -0.359 2.949 1.283 0.00
C -1.652 2.743 1.862 0.00
C -2.174 1.373 1.327 0.02
O -3.277 0.954 1.611 0.04
O -1.343 0.753 0.577 0.10
C -2.567 3.906 1.486 0.00
C -2.136 5.191 1.801 0.00
C -2.896 6.295 1.464 0.00
C -4.109 6.125 0.820 0.00
C -4.552 4.852 0.520 0.00
C -3.786 3.747 0.845 0.00
C -1.588 2.677 3.379 0.00
C -0.411 2.910 4.076 0.00
C -0.407 2.905 5.460 0.00
C -1.575 2.655 6.158 0.00
C -2.749 2.407 5.466 0.00
C -2.759 2.429 4.086 0.00
H -0.103 3.860 1.486 0.00
H -1.215 5.345 2.351 0.00
H -2.548 7.285 1.715 0.00
H -4.719 6.982 0.586 0.00
H -5.497 4.714 0.020 0.00
H -4.151 2.762 0.610 0.00
H 0.516 3.090 3.547 0.00
H 0.513 3.099 5.992 0.00
H -1.572 2.656 7.237 0.00
H -3.667 2.212 5.998 0.00
H -3.672 2.241 3.547 0.00
S 2.531 -0.507 3.399 0.00
C 2.648 -2.138 3.757 0.00
N 2.714 -3.248 4.032 0.00

Entry 2:
123
Properties=species:S:1:pos:R:3:mulliken_charge:R:1 method="wB97M-V/def2-TZVPD" gap_ev=3.70 fmax_ev_per_a=1.13 total_charge=-1 mol_weight_g_mol=1023.8 e_tot_ha=-3574.92164 lumo_energy_ev=-0.66 e_homo_ev=-4.360
C -3.470 1.375 1.595 -0.45
C -3.395 0.200 0.603 -0.43
C -3.566 -1.200 1.226 -0.89
C -2.292 -2.078 1.238 -1.31
C -0.991 -1.345 1.578 0.38
C -1.034 -0.610 2.921 -0.97
B 0.059 0.621 3.128 0.26
N 0.642 1.250 1.856 -0.80
O 1.261 0.026 3.946 -0.08
N 1.462 0.849 5.000 0.09
O 1.191 0.310 6.032 -0.39
H -2.539 1.932 1.668 0.05
H -4.251 2.089 1.339 -0.15
H -3.708 0.989 2.584 0.33
H -4.219 0.339 -0.099 0.41
H -2.493 0.240 -0.001 0.40
H -4.010 -1.142 2.217 0.41
H -4.300 -1.726 0.612 0.39
H -2.445 -2.903 1.937 0.33
H -2.224 -2.533 0.246 0.39
H -0.735 -0.713 0.733 0.21
H -0.235 -2.123 1.643 0.26
H -2.037 -0.274 3.162 0.22
H -0.805 -1.361 3.686 0.29
H -0.483 1.513 3.768 -0.26
H -0.013 1.824 1.343 0.21
H 1.106 0.592 1.242 0.15
C -7.531 4.788 0.967 -0.37
C -8.342 5.503 1.744 -0.39
C -7.949 5.892 3.119 0.34
O -8.693 6.543 3.826 -0.57
C -6.615 5.457 3.600 -0.40
C -5.800 4.744 2.827 -0.32
C -6.195 4.355 1.449 0.34
O -5.449 3.709 0.747 -0.59
H -7.801 4.494 -0.036 0.59
H -9.320 5.831 1.414 0.43
H -6.348 5.752 4.607 0.42
H -4.823 4.415 3.158 0.48
C 2.658 -2.113 1.066 -0.15
C 3.958 -2.169 1.354 -0.98
C 4.972 -2.336 0.286 0.15
O 6.161 -2.390 0.538 -0.60
C 4.489 -2.440 -1.114 -0.43
C 3.192 -2.386 -1.399 -0.44
C 2.173 -2.218 -0.331 0.52
O 0.992 -2.169 -0.606 -0.50
H 1.905 -1.986 1.834 0.25
H 4.318 -2.094 2.376 1.34
H 5.245 -2.562 -1.881 0.47
H 2.821 -2.462 -2.413 0.38
C 7.009 -0.444 6.647 -0.45
C 6.656 -1.116 5.556 -0.45
C 5.232 -1.214 5.146 0.20
O 4.913 -1.825 4.149 -0.51
C 4.220 -0.538 5.991 -0.32
C 4.578 0.133 7.083 -0.20
C 5.995 0.233 7.493 0.43
O 6.328 0.847 8.492 -0.67
H 8.039 -0.359 6.969 0.40
H 7.376 -1.617 4.922 0.46
H 3.191 -0.624 5.681 0.54
H 3.853 0.633 7.713 0.51
C 1.559 -0.845 -6.558 -0.53
C 2.439 -1.274 -5.659 -0.36
C 2.849 -2.699 -5.609 0.30
O 3.658 -3.086 -4.787 -0.65
C 2.243 -3.621 -6.589 -0.29
C 1.363 -3.193 -7.486 -0.46
C 0.955 -1.773 -7.543 0.91
O 0.153 -1.375 -8.366 -0.71
H 1.244 0.190 -6.615 0.46
H 2.894 -0.614 -4.930 0.52
H 2.560 -4.655 -6.535 0.46
H 0.912 -3.854 -8.213 0.37
C -3.275 -4.380 -5.749 -0.44
C -4.572 -4.204 -5.984 -0.37
C -5.042 -3.212 -6.982 0.30
O -6.224 -3.050 -7.199 -0.56
C -4.011 -2.428 -7.705 -0.52
C -2.713 -2.603 -7.471 -0.11
C -2.245 -3.595 -6.474 0.41
O -1.066 -3.769 -6.251 -0.42
H -2.909 -5.096 -5.024 0.43
H -5.338 -4.766 -5.466 0.40
H -4.375 -1.711 -8.429 0.43
H -1.947 -2.039 -7.991 0.46
C 5.893 -0.898 11.072 -0.22
C 5.130 -0.234 11.937 -0.39
C 4.674 -0.860 13.201 0.38
O 3.978 -0.258 13.992 -0.55
C 5.100 -2.257 13.467 -0.38
C 5.862 -2.923 12.604 -0.37
C 6.319 -2.294 11.339 0.34
O 7.016 -2.902 10.554 -0.56
H 6.234 -0.456 10.145 0.53
H 4.809 0.785 11.760 0.46
H 4.756 -2.695 14.395 0.40
H 6.183 -3.942 12.778 0.41
C -7.119 7.603 -2.574 -0.33
C -7.347 8.877 -2.886 -0.37
C -8.724 9.426 -2.919 0.37
O -8.934 10.585 -3.204 -0.55
C -9.839 8.503 -2.589 -0.36
C -9.611 7.230 -2.278 -0.30
C -8.233 6.682 -2.246 0.39
O -8.023 5.522 -1.959 -0.56
H -6.123 7.181 -2.544 0.45
H -6.549 9.566 -3.128 0.40
H -10.836 8.924 -2.618 0.40
H -10.409 6.539 -2.035 0.44
C 7.163 -2.678 -8.496 -0.43
C 5.870 -2.510 -8.231 -0.19
C 4.840 -2.689 -9.283 0.31
O 3.662 -2.535 -9.041 -0.36
C 5.303 -3.065 -10.641 -0.37
C 6.596 -3.232 -10.907 -0.37
C 7.627 -3.053 -9.855 0.33
O 8.805 -3.208 -10.098 -0.55
H 7.931 -2.553 -7.744 0.43
H 5.511 -2.239 -7.245 0.41
H 4.535 -3.191 -11.393 0.42
H 6.956 -3.505 -11.891 0.39